{"formula": "C39H102N6O12", "method": "ωB97M-V/def2-TZVPD", "elements": ["C", "C", "C", "O", "H", "H", "H", "H", "H", "H", "H", "H", "C", "C", "C", "O", "H", "H", "H", "H", "H", "H", "H", "H", "C", "C", "C", "O", "H", "H", "H", "H", "H", "H", "H", "H", "C", "C", "C", "O", "C", "N", "H", "H", "H", "H", "H", "H", "H", "H", "H", "H", "H", "C", "C", "C", "O", "C", "N", "H", "H", "H", "H", "H", "H", "H", "H", "H", "H", "H", "C", "C", "C", "O", "C", "N", "H", "H", "H", "H", "H", "H", "H", "H", "H", "H", "H", "C", "O", "C", "C", "N", "C", "C", "O", "C", "H", "H", "H", "H", "H", "H", "H", "H", "H", "H", "H", "H", "H", "H", "H", "C", "O", "C", "C", "N", "C", "C", "O", "C", "H", "H", "H", "H", "H", "H", "H", "H", "H", "H", "H", "H", "H", "H", "H", "C", "O", "C", "C", "N", "C", "C", "O", "C", "H", "H", "H", "H", "H", "H", "H", "H", "H", "H", "H", "H", "H", "H", "H"], "coordinates": [[2.8997, -1.4256, 3.3487], [2.4853, -1.3965, 4.8347], [3.5794, -0.7068, 5.6723], [1.2772, -0.5763, 4.9202], [2.1211, -1.9409, 2.7823], [3.8038, -2.0354, 3.2084], [3.1127, -0.4207, 2.9942], [2.2883, -2.3773, 5.2571], [4.4364, -1.3881, 5.7795], [3.2369, -0.4501, 6.6760], [3.9965, 0.1907, 5.2071], [1.5544, 0.3510, 4.8609], [0.7452, -4.9497, -2.9126], [1.6490, -5.5940, -3.9564], [1.0515, -5.6070, -5.3467], [2.8778, -4.8330, -4.0593], [1.0241, -5.3023, -1.9122], [-0.3311, -5.0897, -3.0479], [0.8624, -3.8624, -2.8476], [1.9623, -6.5970, -3.6438], [0.1259, -6.1981, -5.3761], [1.7238, -6.0453, -6.0792], [0.6973, -4.6047, -5.6039], [3.0903, -4.3287, -3.2586], [0.9396, -1.0493, -0.5465], [-0.3826, -0.2868, -0.3768], [-1.4711, -0.8526, -1.2326], [-0.7683, -0.4869, 1.0191], [1.3753, -0.8561, -1.5359], [0.7251, -2.1190, -0.5025], [1.6806, -0.7676, 0.1995], [-0.2589, 0.7949, -0.5132], [-1.7340, -1.8806, -0.9820], [-1.1787, -0.8584, -2.2927], [-2.3674, -0.2268, -1.2001], [-0.3992, 0.1884, 1.6117], [0.5103, 3.2630, 1.6378], [0.8315, 2.3126, 2.7809], [1.3191, 3.1251, 3.9690], [1.5962, 2.2587, 5.0503], [2.1320, 2.9127, 6.1568], [-0.4157, 1.6183, 3.1573], [0.1285, 2.6861, 0.7927], [1.4171, 3.7639, 1.2973], [-0.2444, 3.9979, 1.9119], [1.6162, 1.6018, 2.5063], [0.5644, 3.8725, 4.2550], [2.2315, 3.6648, 3.6515], [3.0922, 3.3899, 5.9156], [2.2746, 2.1920, 6.9562], [1.4718, 3.7182, 6.5088], [-1.2293, 2.1916, 2.9589], [-0.4318, 1.3910, 4.1448], [-1.6116, -5.4202, 2.0394], [-1.1916, -4.4363, 3.1030], [0.2083, -4.7248, 3.6510], [1.1833, -4.8680, 2.6444], [2.2386, -5.7052, 3.0058], [-1.3672, -3.0763, 2.5326], [-2.5290, -5.0890, 1.5506], [-1.6519, -6.4547, 2.3882], [-0.8885, -5.4216, 1.2118], [-1.8520, -4.4946, 3.9760], [0.1748, -5.5657, 4.3572], [0.4174, -3.8323, 4.2771], [3.1147, -5.4230, 2.4208], [2.0037, -6.7435, 2.7342], [2.4664, -5.6518, 4.0720], [-0.8399, -2.9402, 1.6691], [-0.7862, -2.5504, 3.1980], [-5.6300, 0.2751, -5.7323], [-5.0392, -0.7058, -6.7080], [-3.5386, -0.6519, -6.6477], [-3.0073, 0.6130, -6.8958], [-1.7272, 0.7725, -6.3616], [-5.4641, -2.0496, -6.3417], [-5.1410, 1.2484, -5.7886], [-5.5720, -0.0801, -4.7052], [-6.6981, 0.4397, -5.9047], [-5.3386, -0.4722, -7.7307], [-3.1068, -1.4036, -7.3406], [-3.1844, -1.0716, -5.6900], [-1.6824, 0.8182, -5.2603], [-1.2631, 1.6422, -6.8117], [-1.1261, -0.1289, -6.5731], [-5.4285, -2.2578, -5.3524], [-5.0201, -2.8361, -6.7971], [-4.2911, 3.0556, 3.4307], [-3.6392, 2.2024, 2.5431], [-4.5095, 1.2681, 1.8906], [-4.8848, 0.1235, 2.8129], [-3.7002, -0.4552, 3.4233], [-3.8954, -0.8416, 4.7986], [-4.8534, -2.0053, 4.9304], [-4.3042, -3.0941, 4.2418], [-5.1321, -4.2455, 4.2380], [-4.9566, 2.5192, 4.1281], [-4.9191, 3.7901, 2.9046], [-3.5896, 3.5859, 4.0743], [-3.9603, 0.9747, 1.0038], [-5.4254, 1.8065, 1.6113], [-5.4607, -0.6376, 2.2626], [-5.6360, 0.4919, 3.5398], [-3.0077, 0.2828, 3.3426], [-4.1284, -0.0021, 5.4784], [-2.9340, -1.2114, 5.1866], [-5.7626, -1.7329, 4.3590], [-5.1395, -2.2409, 5.9597], [-5.9783, -4.0899, 3.5533], [-5.5904, -4.4191, 5.2232], [-4.4830, -5.0695, 3.9627], [3.3436, 2.1034, -0.9921], [3.1499, 3.3157, -0.3046], [3.8523, 4.3694, -0.8859], [3.4877, 5.6808, -0.2414], [2.0919, 5.9768, -0.3161], [1.6405, 7.0277, 0.5714], [0.1441, 7.2454, 0.5114], [-0.7288, 6.4368, 1.2223], [-0.5938, 6.5650, 2.6193], [2.8742, 1.3068, -0.4211], [4.4226, 1.8679, -0.9775], [2.9750, 2.1590, -2.0146], [3.7057, 4.3868, -1.9780], [4.9314, 4.1838, -0.7465], [4.1089, 6.3832, -0.8188], [3.8867, 5.6705, 0.7887], [1.5001, 5.1597, -0.3192], [2.1038, 7.9683, 0.2745], [1.9229, 6.7723, 1.6112], [-0.1247, 7.1495, -0.5480], [-0.0732, 8.3060, 0.7215], [-0.4952, 7.6392, 2.8284], [0.2993, 6.0611, 3.0156], [-1.4362, 6.1267, 3.1468], [2.7130, 4.0125, -5.9283], [2.8307, 2.6107, -5.8790], [1.5662, 1.9643, -5.6785], [1.9033, 0.4858, -5.6029], [2.6648, 0.2718, -4.3534], [3.1230, -1.1437, -4.3389], [3.7856, -1.5619, -3.0380], [3.0745, -2.6007, -2.4173], [3.6786, -3.1124, -1.2414], [3.7098, 4.4249, -6.0484], [2.2634, 4.4029, -5.0074], [2.0946, 4.2868, -6.7929], [0.9556, 2.1877, -6.5623], [1.1724, 2.3238, -4.7205], [2.5155, 0.3085, -6.5032], [1.0288, -0.1630, -5.6693], [3.4803, 0.8362, -4.6092], [3.8046, -1.3087, -5.1801], [2.2327, -1.7501, -4.5235], [3.9383, -0.7231, -2.3520], [4.7634, -1.9765, -3.3307], [3.5907, -2.4001, -0.4180], [4.7291, -3.3769, -1.4230], [3.1572, -4.0420, -1.0143]], "forces_ev_per_a": [[0.1, -1.4, 0.7], [0.2, 2.5, -0.5], [0.5, -0.8, 0.0], [0.5, -1.1, 0.2], [-0.1, 0.4, -0.2], [0.0, 0.2, 0.1], [-0.2, 0.1, -0.1], [-0.3, -0.1, -0.2], [-0.2, 0.1, 0.1], [-0.1, -0.1, -0.1], [-0.4, 0.1, -0.2], [0.0, -0.1, 0.0], [-0.2, 0.2, 0.7], [0.8, 0.9, 0.1], [-1.0, -0.3, 0.2], [0.1, -0.3, -0.3], [-0.2, -0.1, -0.1], [0.2, -0.5, -0.1], [0.3, -0.1, -0.4], [-0.4, -0.1, -0.1], [0.2, -0.2, 0.2], [0.2, 0.3, -0.1], [0.5, 0.1, -0.2], [-0.6, -0.1, -0.3], [-0.3, 0.5, -1.0], [0.9, -0.4, 2.2], [-0.5, 0.3, -1.1], [-0.3, 0.0, -0.9], [-0.1, 0.0, 0.1], [0.1, 0.0, 0.2], [-0.1, 0.0, 0.2], [0.1, -0.1, -0.4], [0.1, 0.1, 0.3], [0.2, 0.0, 0.2], [0.0, -0.2, 0.3], [-0.2, 0.0, 0.0], [0.5, -0.4, -0.3], [-1.3, 0.7, 0.9], [0.7, 0.2, -0.6], [-0.2, -0.2, -0.4], [0.3, 0.7, 0.4], [0.3, -0.3, -0.3], [-0.1, 0.1, 0.0], [-0.1, 0.1, 0.0], [0.0, 0.0, 0.1], [-0.1, -0.1, -0.1], [0.0, -0.1, 0.0], [-0.1, 0.0, 0.3], [0.0, -0.2, 0.0], [0.0, -0.1, 0.0], [-0.1, -0.2, 0.0], [0.0, 0.0, -0.1], [0.1, -0.2, -0.1], [0.3, -0.4, -0.8], [-0.1, 0.0, -1.1], [-0.6, 0.9, 0.6], [-0.4, 0.4, 0.0], [0.3, -0.5, -0.3], [1.3, -0.3, 1.4], [-0.3, -0.2, 0.4], [-0.3, 0.1, 0.1], [0.2, 0.1, 0.3], [-0.1, 0.0, -0.1], [0.1, -0.3, -0.4], [0.4, -0.3, -0.1], [0.1, 0.1, 0.1], [0.0, 0.0, 0.2], [0.1, 0.0, 0.0], [-0.2, -0.4, 0.0], [-0.7, 0.8, -0.4], [-0.9, 0.7, 0.1], [0.5, -0.5, 0.5], [1.2, -1.2, 0.1], [-0.3, 0.6, 0.1], [0.7, -0.9, 0.2], [-0.8, -0.6, -0.1], [0.1, -0.1, 0.0], [0.3, -0.1, 0.1], [0.1, -0.1, -0.2], [-0.2, -0.1, 0.0], [-0.2, 0.3, -0.3], [-0.3, 0.5, 0.3], [-0.4, 0.4, -0.1], [0.0, 0.1, 0.0], [0.1, 0.3, -0.4], [0.1, 0.5, 0.0], [0.2, 0.4, -0.4], [-1.0, 0.2, 0.7], [0.4, -0.1, -0.1], [-0.2, 0.7, 0.3], [-0.6, -0.4, 0.0], [-0.5, 0.8, -0.3], [1.3, -0.4, 0.8], [-0.9, 0.6, -1.4], [0.4, -0.8, 0.6], [-0.1, 0.9, 0.3], [0.1, 0.0, -0.2], [0.2, 0.0, 0.0], [0.3, 0.0, -0.3], [0.0, -0.3, -0.1], [0.1, -0.1, -0.3], [0.3, 0.2, -0.2], [0.4, 0.1, 0.2], [0.4, -0.4, 0.3], [-0.6, -0.1, -0.1], [0.0, 0.1, -0.2], [-0.2, 0.0, 0.6], [0.2, 0.0, 0.1], [0.2, -0.3, -0.2], [0.3, -0.1, 0.0], [-0.2, -0.2, -0.2], [0.8, -0.1, 0.5], [-0.7, -0.2, 0.3], [0.7, -0.2, -0.3], [0.8, -0.4, -0.2], [-0.3, 0.4, -0.7], [-0.1, -0.9, 0.6], [-0.1, 1.3, -1.6], [-0.2, -1.1, 0.5], [0.6, 0.5, 0.1], [-0.4, 0.0, -0.1], [-0.1, 0.0, -0.4], [-0.1, -0.2, -0.1], [-0.3, 0.1, 0.1], [0.0, 0.2, 0.0], [-0.3, 0.4, 0.3], [-0.2, 0.1, 0.0], [0.1, -0.1, 0.3], [0.2, 0.0, 0.1], [0.2, 0.4, -0.1], [-0.1, -0.2, 0.1], [0.1, -0.1, 0.4], [-0.2, -0.1, 0.4], [0.0, 0.1, -0.2], [-0.3, 0.1, -0.3], [-0.2, -0.2, -0.1], [0.0, -0.2, 0.2], [0.9, 0.0, -0.3], [-0.1, 0.5, 0.1], [0.4, -0.5, -1.2], [-0.6, 0.7, -0.1], [0.9, -0.4, -0.5], [-0.5, -0.2, 0.3], [0.1, 0.0, -0.4], [0.1, 0.0, 0.0], [0.0, 0.1, -0.1], [0.0, 0.2, 0.1], [-0.3, 0.0, 0.4], [-0.5, 0.0, -0.3], [0.0, -0.3, 0.1], [-0.1, 0.1, 0.2], [0.1, 0.0, 0.9], [0.0, -0.2, 0.0], [0.2, -0.2, 0.2], [-0.1, 0.1, 0.0], [0.2, 0.2, 0.4], [0.1, -0.1, 0.1], [0.0, 0.2, 0.1], [-0.1, 0.1, 0.2]], "spin_multiplicity": 1, "fmax_ev_per_a": 2.6, "gap_ha": 0.31535, "homo_ev": -8.032}


{"formula": "C6H15NO", "method": "ωB97M-V/def2-TZVPD", "elements": ["C", "O", "C", "C", "C", "C", "C", "N", "H", "H", "H", "H", "H", "H", "H", "H", "H", "H", "H", "H", "H", "H", "H"], "coordinates": [[-0.8470, -2.0159, 0.0811], [-2.3367, -0.0581, -1.5888], [-0.0099, -1.0167, 0.3002], [-0.6062, 0.4009, 0.4465], [-0.1573, 1.0345, 1.7431], [-0.0998, 1.2384, -0.8077], [1.3628, 0.9993, -1.1958], [2.4041, -0.8138, 1.2139], [-1.8228, -1.6550, -0.3130], [-0.7282, -3.0854, 0.2745], [-3.0722, 0.0260, -2.2091], [1.1328, -0.9344, 0.4233], [-1.6855, 0.3547, 0.3584], [-0.6029, 0.5572, 2.6627], [-0.3216, 2.1150, 1.6901], [0.9414, 1.0010, 1.7646], [-0.7265, 1.0727, -1.6807], [-0.2468, 2.3682, -0.7075], [1.7620, 1.7011, -1.9601], [1.9731, 1.2124, -0.2635], [1.6804, -0.0041, -1.5501], [3.0404, -1.0115, 0.4388], [2.9823, -1.2228, 1.9541]], "forces_ev_per_a": [[0.4, -0.4, 0.4], [-0.1, -0.4, 0.2], [-3.0, 0.5, -0.4], [1.7, 0.9, -1.3], [0.6, 0.5, 0.6], [0.6, 1.3, -0.2], [1.4, 0.6, 0.8], [1.0, 1.4, -0.6], [0.1, 0.0, -0.5], [0.2, 0.4, -0.1], [-0.1, -0.1, 0.1], [1.3, -0.7, 0.7], [-0.3, -0.5, 0.0], [0.5, 0.6, -1.0], [-0.6, -0.2, 0.3], [-0.3, -0.4, 0.4], [-0.5, -0.9, 0.2], [0.4, -1.3, 0.8], [-0.6, -0.3, 0.4], [-0.3, -0.3, -0.9], [-0.7, 0.4, 0.2], [-0.4, -0.1, -0.7], [-1.1, -0.9, 0.5]], "spin_multiplicity": 1, "fmax_ev_per_a": 3.1, "gap_ha": 0.14963, "homo_ev": -8.035}


For each record above, in turn, the calculated ΔE to the lowest compared entry with this formula, charge and spin values are 0.0, 238.1 kcal per mole.
For each record above, in turn, the calculated E_tot values are -75601.237, -9993.432 eV.